ORCA calculation (ωB97M-V/def2-TZVPD) on the molecule C6H6OS at a distorted geometry.

```
14
Properties=species:S:1:pos:R:3
C 2.62 0.11 -0.01
C 1.25 -0.26 -0.50
C 0.51 0.96 -0.55
C -1.02 0.59 -0.28
C -1.65 -0.20 0.93
C -1.25 -0.92 -0.33
H 3.04 1.09 -0.22
H 0.89 1.88 -0.49
H -2.04 1.07 -0.73
H -1.18 -0.34 1.90
H -2.84 -0.17 1.13
H -2.16 -1.30 -1.00
O 3.47 -0.69 0.47
S 0.36 -1.83 -0.31
```

Its SMILES is O=CC1=C[C@@H]2C[C@@H]2S1. For the HOMO energy, the calculation gives -8.65 eV. Its energy above the lowest of the compared OMol25 structures with the same formula, charge and spin is 302.27 kJ/mol.